# 1
Below is a structure of composition C26H48BIrN3O6P2Se at a distorted geometry, with properties calculated with ωB97M-V with the def2-TZVPD basis set.

Output
E_HOMO (spin up / spin down) (hartree): -0.1503 / -0.1502
LUMO (spin up / spin down) (Eh): 0.0818 / 0.0818
Kohn-Sham gap (spin up / spin down) (eV): 6.31 / 6.31
Multiplicity: 1
Total charge: -1
Energy (a.u.): -4848.56278

Geometry as XYZ:
```
88
Properties=species:S:1:pos:R:3:forces:R:3:mulliken_charge:R:1
Ir 0.7854 0.6688 0.6072 -3.3421 0.8613 0.1144 4.501
C -3.7723 3.7477 0.4138 0.0748 -0.0919 -0.1872 -1.750
C -2.4609 3.1436 0.9113 0.5034 -0.0398 0.1603 1.604
C -1.5677 4.2579 1.4841 0.0375 -0.0051 0.1185 -1.796
C -2.7673 2.1362 2.0281 -0.0151 -0.1728 -0.0193 -0.979
P -1.4147 2.1559 -0.3354 -0.0591 -0.4862 -0.3214 1.395
C -2.6345 0.8406 -0.8255 0.1550 0.0752 0.0426 -2.003
N -2.1615 -0.3890 -0.2520 -0.3850 0.2111 0.1443 0.726
B -0.8569 -0.6552 0.2945 2.1043 0.3852 -0.1704 -1.753
N -0.8121 -2.0889 0.4194 -0.2922 -0.0857 0.2185 0.625
C 0.3413 -2.8760 0.7572 0.3691 -0.0090 0.0298 -1.122
P 1.8775 -1.9588 0.2161 -0.2455 -0.1207 -0.0747 0.454
C 3.2068 -2.9458 1.1655 -0.0023 0.2273 -0.0882 2.226
C 2.7756 -3.0487 2.6362 -0.0577 0.0024 -0.0317 -1.990
C 4.4862 -2.1020 1.1049 -0.0524 0.0661 0.0349 -1.649
C 3.4870 -4.3622 0.6608 -0.0004 0.1134 -0.0034 -1.995
C 1.9654 -2.3466 -1.6502 0.0527 0.0457 0.1760 2.429
C 2.0558 -3.8127 -2.0762 -0.0180 0.0713 0.0022 -1.828
C 3.1712 -1.5649 -2.1867 0.0205 0.0296 0.0764 -1.884
C 0.7013 -1.7454 -2.2804 0.0023 0.0979 0.1013 -2.053
C -2.0316 -2.6286 0.0606 -0.1395 0.0565 -0.0421 0.399
C -2.4929 -3.9350 0.0573 0.1063 0.0357 0.0500 -1.018
C -3.7925 -4.1777 -0.3808 -0.1145 0.0154 -0.0300 -0.700
C -4.6123 -3.1406 -0.8055 -0.0146 -0.1367 -0.0140 -0.850
C -4.1598 -1.8228 -0.8025 0.0909 0.1288 -0.0044 -0.489
C -2.8714 -1.5719 -0.3630 0.0569 -0.3232 -0.0370 0.618
C -1.2356 3.0940 -1.9663 0.2039 0.1073 0.1702 1.808
C -2.5450 3.5170 -2.6451 -0.0499 -0.1568 0.1802 -1.804
C -0.3542 4.3265 -1.7436 -0.4946 -0.1314 0.1358 -1.202
C -0.4755 2.1157 -2.8746 0.0706 -0.0794 0.0578 -1.872
H -4.3160 4.1747 1.2627 0.0576 -0.0237 0.0239 0.497
H -4.4247 3.0091 -0.0546 -0.0285 -0.0141 -0.0069 0.253
H -3.5956 4.5484 -0.3009 -0.0138 0.0147 0.0060 0.305
H -1.8777 4.5160 2.5009 -0.1368 0.0037 0.0092 0.453
H -1.6316 5.1643 0.8819 0.0669 -0.0292 -0.0007 0.360
H -0.5177 3.9533 1.5095 -0.1211 0.2502 -0.0363 0.328
H -3.3435 2.6212 2.8211 0.0048 0.0638 -0.0248 0.614
H -1.8463 1.7465 2.4614 -0.5927 -0.0166 -0.1417 -0.355
H -3.3441 1.2814 1.6683 -0.0276 0.0206 0.0232 0.270
H -2.6665 0.7505 -1.9149 -0.0539 0.0553 -0.0049 0.554
H -3.6476 1.0713 -0.4885 -0.0356 0.0520 0.0295 0.540
H 0.2795 -3.8621 0.2890 -0.0350 -0.0341 0.0133 0.222
H 0.4044 -3.0093 1.8378 0.0209 -0.0972 -0.0421 0.454
H 2.4573 -2.0830 3.0207 -0.0023 -0.0745 0.0540 0.128
H 3.6332 -3.3719 3.2323 0.0478 -0.0169 -0.0402 0.592
H 1.9845 -3.7891 2.7727 0.0474 -0.0443 0.0268 0.362
H 4.2870 -1.1098 1.5124 0.0774 -0.0330 -0.0169 0.160
H 4.8599 -1.9941 0.0855 0.0021 -0.0127 0.0249 0.253
H 5.2683 -2.5778 1.7035 0.0142 -0.0310 0.0168 0.527
H 2.5704 -4.9375 0.5144 0.0324 -0.0459 -0.0097 0.251
H 4.0916 -4.8762 1.4134 0.0161 -0.0429 0.0140 0.554
H 4.0568 -4.3576 -0.2666 -0.0025 -0.0319 0.0188 0.243
H 3.0453 -4.2268 -1.9024 -0.0582 -0.0288 -0.0339 0.370
H 1.8592 -3.8783 -3.1506 -0.0323 -0.0097 -0.0250 0.487
H 1.3193 -4.4378 -1.5664 -0.0040 -0.0294 -0.0401 0.236
H 4.1142 -2.0054 -1.8579 -0.0105 0.0010 -0.0197 0.278
H 3.1327 -0.5255 -1.8519 0.0570 -0.0420 -0.0425 0.180
H 3.1640 -1.5705 -3.2811 -0.0279 -0.0548 -0.0206 0.510
H -0.1885 -2.3315 -2.0454 -0.0369 0.0064 -0.0084 0.076
H 0.8138 -1.7231 -3.3682 0.0590 -0.0398 -0.0240 0.811
H 0.5497 -0.7190 -1.9363 -0.0350 -0.0202 -0.0869 0.127
H -1.8683 -4.7512 0.3978 0.0291 0.0215 -0.0090 0.466
H -4.1709 -5.1923 -0.3824 0.0091 0.0013 -0.0159 0.386
H -5.6155 -3.3582 -1.1498 -0.0036 0.0083 0.0179 0.378
H -4.8058 -1.0216 -1.1387 0.0276 0.0371 -0.0098 0.453
H -2.9190 4.4537 -2.2336 -0.0221 -0.0324 -0.0104 0.355
H -3.3334 2.7661 -2.5650 -0.0521 -0.0085 -0.0719 0.182
H -2.3478 3.6820 -3.7082 0.0166 0.0040 0.0233 0.548
H -0.8271 5.0435 -1.0708 -0.0933 0.0418 -0.0440 0.177
H -0.1849 4.8241 -2.7029 0.0167 -0.0158 -0.0354 0.568
H 0.6193 4.0455 -1.3414 -0.7504 0.5165 -0.3829 -0.188
H -1.0695 1.2329 -3.1226 -0.0044 -0.0065 -0.0566 0.332
H 0.4535 1.7849 -2.4080 -0.0066 -0.0052 -0.0305 0.230
H -0.2097 2.6187 -3.8078 -0.0653 0.0523 -0.0044 0.636
N 0.2109 1.5055 2.8535 0.3946 -0.6399 -1.0068 -0.752
C 1.5272 1.7528 3.4556 0.4142 -0.2919 0.0613 -0.795
C 2.3398 0.4495 3.3809 -0.1780 0.0916 0.1287 0.412
O 2.9445 0.0338 4.3683 0.0278 0.1284 -0.0520 -0.795
O 2.2664 -0.1054 2.2363 0.4533 -0.1867 0.2737 -0.794
H -0.2181 2.3687 2.5439 0.1730 -0.0552 0.1932 -0.041
H -0.3903 1.0159 3.5038 -0.0601 -0.0487 -0.0465 0.161
H 1.4647 2.0961 4.4888 -0.1054 0.0020 -0.0067 0.412
H 2.0519 2.4880 2.8443 -0.0959 0.0602 0.0218 0.252
O 2.3427 3.9591 -1.4758 0.8204 0.0249 -0.4579 -0.749
Se 2.4120 2.8498 -0.3196 1.0251 0.8548 0.2654 0.892
O 2.1593 1.3168 -0.9824 -1.0509 -1.1707 0.4461 -0.799
O 1.0783 2.9668 0.6739 0.8768 0.4226 0.0715 -0.884
O 3.7637 2.8932 0.5304 0.3892 -0.1925 0.3132 -0.725
```
Positions in Å, forces in eV/Å.


# 2
Below is a structure of composition C47H63Br2CsN4O9S at a distorted geometry, with properties calculated with ωB97M-V with the def2-TZVPD basis set.

Output
E_HOMO (hartree): -0.0551
LUMO (Eh): 0.1284
Kohn-Sham gap (eV): 4.99
Multiplicity: 1
Total charge: -2
Energy (a.u.): -8291.22645

Geometry as XYZ:
```
127
Properties=species:S:1:pos:R:3:forces:R:3:mulliken_charge:R:1
Cs -0.6841 -1.0736 -1.0781 -1.3041 1.4312 1.9901 2.538
Br 0.0636 2.3814 -7.4418 -0.0018 -0.0117 0.1131 -0.349
C 0.1359 1.9326 -5.5549 -0.0891 -0.2050 -0.2818 0.048
C -0.3783 0.7648 -5.1430 0.0435 -0.1375 0.1783 -1.603
C -0.4332 0.5063 -3.6625 -0.0611 0.2046 -0.5670 -1.471
N 0.5085 1.2702 -2.8946 0.5585 0.0814 -0.0155 0.632
C 0.9666 2.4034 -3.3906 -0.2741 -0.4082 -0.3830 0.253
C 0.7871 2.8452 -4.7081 0.1268 0.3757 0.2662 -1.434
C 1.7839 3.2327 -2.4651 0.2928 0.0933 0.2986 1.189
C 2.0379 4.5899 -2.7104 0.0648 0.0385 0.0049 -0.958
C 2.8083 5.2802 -1.8040 0.3590 -0.0180 -0.2640 -0.403
Br 3.1600 7.1414 -2.0819 -0.0180 -0.1167 -0.0159 -0.169
C 3.3171 4.6765 -0.6699 0.5338 -0.4404 -0.5442 -0.883
C 2.9784 3.3428 -0.4940 0.3855 0.1041 -0.1019 -0.839
N 2.2572 2.6491 -1.3582 -0.2790 -0.1584 -0.1450 0.473
H -0.8577 0.0519 -5.7986 0.0459 0.0429 -0.0860 0.461
H -0.2816 -0.5623 -3.4506 -0.1742 0.2734 -0.5131 0.810
H 1.2120 3.7593 -5.0906 0.0150 -0.0503 -0.0115 0.443
H 1.6201 5.0822 -3.5753 0.0007 -0.0058 0.0016 0.336
H 3.9115 5.2149 0.0519 0.0615 -0.1303 -0.2182 0.826
H 3.2910 2.8176 0.4052 0.0672 -0.0031 -0.0971 0.665
C 1.6830 -2.9567 4.8445 -0.1063 0.0817 -0.0598 -2.297
C 0.5076 -2.6330 3.9286 0.0605 -0.4045 -0.2397 2.128
C -0.8083 -3.1145 4.5386 0.0783 0.0440 -0.0252 -1.392
O 0.4608 -1.2324 3.7107 0.0372 0.2356 0.0400 -0.219
C 0.7256 -3.3670 2.5569 -0.0357 0.3494 0.1340 -0.313
O 0.8609 -4.5953 2.5807 -0.0223 -0.0250 -0.0161 -0.893
O 0.7497 -2.5990 1.5411 -0.3844 -0.2539 0.7174 0.352
H 1.5676 -2.4389 5.8011 -0.0001 0.0080 -0.0088 0.451
H 2.6179 -2.6379 4.3793 0.0153 0.0012 0.0224 0.345
H 1.7202 -4.0322 5.0114 0.0427 -0.0046 0.0182 0.385
H -0.9372 -2.6946 5.5404 -0.0006 0.0318 -0.0051 0.387
H -0.8059 -4.2028 4.6020 -0.0356 -0.0057 -0.0016 0.307
H -1.6487 -2.7915 3.9204 -0.0214 -0.0168 0.0137 0.131
H 0.2778 -1.1502 2.7549 -0.0151 0.0042 0.0407 -0.027
C -2.5369 -3.1818 0.6979 -0.0454 0.1162 0.2285 -1.797
C -3.1846 -1.8020 0.8530 -0.2864 -0.4131 -0.0129 2.998
C -4.2760 -1.5886 -0.2023 0.1347 0.1990 0.0792 -2.054
C -3.7555 -1.6065 2.2371 0.1310 0.1636 -0.2335 0.588
C -4.6854 -2.4886 2.7618 -0.0734 -0.0607 0.1039 -0.562
C -5.2524 -2.2715 4.0074 0.0709 0.0573 0.0292 -1.668
C -4.8535 -1.1732 4.7508 -0.0582 -0.0739 -0.0759 -0.555
C -3.9201 -0.2633 4.2660 0.2892 0.1284 -0.1916 0.699
C -3.4649 0.8574 5.1887 -0.1614 -0.0623 0.0797 1.475
C -2.9210 0.2970 6.5075 0.0851 0.0355 -0.1293 -1.515
C -4.5986 1.8523 5.4575 0.1303 0.0214 -0.0894 -1.685
C -3.3905 -0.4692 2.9697 -0.7762 -0.3885 0.3709 -0.344
N -2.4489 0.3858 2.4055 0.9307 0.6168 0.2891 0.509
C -2.7143 1.6107 2.2478 -0.8875 -0.7029 -0.0269 -0.922
C -1.7471 2.6560 1.9376 0.5749 0.7805 -0.1077 -0.235
N -0.5246 2.4755 1.6871 -0.3876 -0.8051 -0.1271 0.462
C 0.3369 3.5567 1.5276 0.6553 0.7221 0.1496 -0.263
C 1.3888 3.6306 2.4741 -0.2947 -0.2436 -0.1515 0.499
C 2.2576 4.7061 2.4484 0.0246 0.2918 -0.0750 -0.104
C 2.1221 5.7036 1.4927 -0.5242 0.1603 0.6410 -1.571
C 1.1329 5.5901 0.5365 -0.4980 0.3007 0.5112 -0.949
C 0.2341 4.5244 0.5121 -0.1942 0.0223 -0.1063 1.078
C -0.7341 4.5117 -0.6704 -0.3263 -0.0680 0.1614 1.169
C -1.2321 3.1415 -1.1467 0.3009 0.5217 0.2046 -1.330
C -1.9166 5.4606 -0.4262 0.1182 -0.0079 -0.0303 -1.719
C 1.4874 2.5647 3.5441 0.0670 0.1233 0.1521 1.749
C 2.9252 2.2349 3.9434 -0.1021 0.0079 -0.0892 -1.962
C 0.6777 2.9750 4.7790 -0.0554 -0.1333 -0.0871 -1.669
H -1.9697 -3.2197 -0.2304 -0.1331 -0.3199 0.0463 0.633
H -3.2893 -3.9735 0.6767 -0.0250 -0.0050 -0.0244 0.360
H -1.8441 -3.3828 1.5154 0.0504 -0.0612 -0.0621 0.194
H -2.4147 -1.0427 0.6990 -0.4535 -0.1380 0.3454 -1.450
H -5.0936 -2.3017 -0.0660 0.0460 -0.0846 -0.0143 0.348
H -3.8566 -1.6960 -1.2035 -0.0593 -0.0073 -0.0755 0.409
H -4.6771 -0.5780 -0.1265 -0.0286 0.0091 -0.0621 0.352
H -4.9765 -3.3597 2.1881 0.0138 0.0099 -0.0633 0.364
H -5.9917 -2.9571 4.4033 0.0154 -0.0179 -0.0012 0.358
H -5.2816 -1.0161 5.7345 0.0322 -0.0063 0.0177 0.272
H -2.6467 1.3951 4.7150 0.0568 0.0064 -0.0782 -0.364
H -3.7109 -0.1720 7.0972 -0.0007 -0.0171 0.0110 0.355
H -2.4809 1.0992 7.1046 -0.0158 -0.0001 0.0254 0.447
H -2.1491 -0.4471 6.3088 0.0123 -0.0057 0.0382 0.186
H -5.4273 1.3615 5.9718 -0.0243 0.0028 0.0054 0.332
H -4.9817 2.2652 4.5232 -0.0333 0.0201 0.0105 0.349
H -4.2482 2.6784 6.0814 -0.0132 -0.0070 0.0245 0.442
H -3.7404 1.9778 2.3757 0.0092 0.0267 0.1261 0.308
H -2.1549 3.6720 2.0297 0.0020 0.0069 -0.0721 0.143
H 3.0527 4.7748 3.1807 0.0015 -0.0376 0.0350 0.254
H 2.7969 6.5513 1.4877 -0.0099 0.0139 -0.0294 0.488
H 1.0535 6.3503 -0.2342 -0.0658 -0.0665 0.0639 0.936
H -0.1598 4.9432 -1.4972 -0.0706 -0.0608 0.0906 0.031
H -2.0703 2.7852 -0.5511 0.5742 0.3354 0.3606 -0.453
H -0.4451 2.3881 -1.1074 -0.1706 -0.0220 -0.0931 -0.218
H -1.5737 3.2205 -2.1801 0.0996 -0.1175 0.0026 1.099
H -2.5791 5.0648 0.3454 -0.0345 0.0046 0.0196 0.234
H -2.4996 5.5748 -1.3424 -0.0172 -0.0173 0.0051 0.472
H -1.5700 6.4456 -0.1075 -0.0351 0.0488 0.0049 0.392
H 1.0254 1.6611 3.1488 -0.0026 -0.0921 -0.0766 -0.437
H 3.3744 3.0367 4.5358 0.0176 -0.0022 -0.0091 0.438
H 3.5455 2.0675 3.0611 0.0312 -0.0671 0.0376 0.395
H 2.9297 1.3288 4.5518 0.0568 -0.0082 0.0139 0.430
H 1.1136 3.8576 5.2553 0.0015 0.0090 -0.0167 0.339
H 0.6625 2.1536 5.4984 -0.0302 0.0277 0.0604 0.440
H -0.3527 3.2082 4.5018 -0.0027 0.0048 0.0584 0.317
O 2.9183 -0.7996 1.8339 0.0823 0.0487 0.0311 -0.689
H 2.5283 -0.5156 2.6708 -0.0578 -0.0707 -0.0056 0.173
H 2.3117 -1.5173 1.5536 -0.0686 0.1022 0.1471 0.297
O -3.8454 1.5068 -1.1119 -0.2182 -0.0667 0.0752 -0.786
H -3.4494 0.7971 -1.7094 0.1424 -0.0400 0.0113 0.553
H -3.1660 2.1883 -1.1510 -0.6279 -0.3682 -0.3699 0.368
O 1.7846 -0.2187 -0.7468 1.0573 1.1606 0.1934 0.330
H 2.1818 -0.0082 0.1114 0.1185 -0.0777 -0.0286 -0.027
H 1.7132 0.6260 -1.2389 -0.0806 0.0099 -0.1405 0.136
O -1.7668 0.8425 -3.2456 0.1218 0.6105 -0.3237 -0.088
O -2.4407 -0.2240 -2.5687 -1.6491 0.0553 -1.0289 -0.914
C 2.6062 -4.4090 -0.2737 -0.2390 0.2774 0.2012 -1.368
S 2.0049 -2.7271 -0.6619 2.2961 -1.4723 -0.3934 1.342
O 0.7886 -2.9673 -1.4658 0.6951 -1.9389 -0.9469 -1.122
C 3.3069 -2.3998 -1.8882 -0.0447 0.1617 0.1433 0.083
C 4.6021 -2.1747 -1.4419 0.0102 -0.0463 0.0555 -0.290
C 5.6002 -1.8584 -2.3495 0.0189 -0.0513 0.0134 -0.875
C 5.2984 -1.7387 -3.7007 -0.0139 0.0139 -0.0408 -0.353
C 3.9924 -1.9149 -4.1351 0.1468 -0.0592 0.0056 -0.670
C 2.9972 -2.2469 -3.2266 -0.2565 -0.0888 0.0007 -0.477
H 2.4071 -5.0555 -1.1267 0.0345 0.0754 -0.0923 0.345
H 2.0386 -4.7292 0.6008 -0.0316 -0.0416 0.0140 0.337
H 3.6704 -4.3733 -0.0451 0.0115 0.0125 0.0145 0.398
H 4.8223 -2.2316 -0.3808 0.0142 0.0123 -0.0008 0.424
H 6.6149 -1.7006 -2.0034 -0.0096 0.0248 0.0082 0.371
H 6.0793 -1.4928 -4.4102 -0.0125 0.0317 0.0012 0.366
H 3.7515 -1.7959 -5.1840 -0.0456 0.0282 0.0128 0.409
H 1.9702 -2.3824 -3.5444 0.0034 0.0176 0.0127 0.296
```
Positions in Å, forces in eV/Å.


# 3
Below is a structure of composition C2H14B2CsO at a distorted geometry, with properties calculated with ωB97M-V with the def2-TZVPD basis set.

Output
E_HOMO (hartree): -0.1232
LUMO (Eh): 0.0715
Kohn-Sham gap (eV): 5.30
Multiplicity: 1
Total charge: -1
Energy (a.u.): -229.27034

Geometry as XYZ:
```
20
Properties=species:S:1:pos:R:3:forces:R:3:mulliken_charge:R:1
Cs -0.8591 -0.2422 -0.2728 -1.4955 -3.6547 -6.0631 1.166
B 1.3012 -1.3744 -0.6445 2.6682 -1.0038 -0.1264 -0.399
H 1.2560 -0.5385 0.0363 1.7704 2.5000 2.5924 -0.241
H 0.6443 -2.1194 -0.2230 -2.0542 -3.1609 1.3800 -0.116
H 0.8873 -1.0102 -1.5720 -0.8397 0.9754 -3.8746 -0.122
H 2.3079 -1.7441 -0.7637 4.1013 -1.5381 -0.4962 -0.331
B -2.0288 -2.1136 -1.2736 -1.9578 -2.2428 -1.4553 -0.055
H -1.7045 -2.4657 -0.3065 1.3494 -1.5387 3.6540 -0.231
H -2.5785 -1.1960 -1.1320 -3.3060 2.4722 -0.3266 -0.334
H -1.2322 -2.0333 -1.9970 2.8982 0.2856 -2.6242 -0.154
H -2.7079 -2.8815 -1.6103 -3.0129 -3.2453 -1.6050 -0.347
C 1.4180 1.8635 1.0119 1.2570 -0.5548 0.2632 -1.114
C 0.0202 2.3500 0.9362 0.5957 1.4173 -0.1799 -0.109
O -0.9042 1.2821 1.0406 -0.7241 9.1679 7.6755 -0.585
H 1.7513 1.2990 0.1411 -0.2897 -0.0090 -0.0158 0.417
H 1.4973 1.1592 1.8400 0.4068 0.1060 0.2050 0.331
H 2.1155 2.6947 1.1157 -0.0011 0.1048 0.3149 0.360
H -0.0296 2.8653 -0.0230 -0.9482 -0.1284 -0.1424 0.218
H -0.1701 3.0895 1.7139 -0.1162 0.1175 -0.0220 0.284
H -0.9841 1.1156 1.9826 -0.3016 -0.0704 0.8465 0.360
```
Positions in Å, forces in eV/Å.


# 4
Below is the molecule C5H8O2, with properties calculated with ωB97M-V with the def2-TZVPD basis set.

Output
E_HOMO (spin up / spin down) (hartree): -0.3047 / -0.3047
LUMO (spin up / spin down) (Eh): -0.0046 / -0.0046
Kohn-Sham gap (spin up / spin down) (eV): 8.17 / 8.16
Multiplicity: 1
Energy (a.u.): -345.64811

Geometry as XYZ:
```
15
Properties=species:S:1:pos:R:3:forces:R:3:nbo_charge:R:1
C 1.7927 -0.1468 0.5199 0.1059 0.0323 0.0056 -0.638
C 0.5055 -0.4957 -0.1852 0.0347 -0.3050 -0.2448 -0.052
C 0.3533 -1.2122 -1.2996 0.0320 0.0979 0.0196 -0.371
C -0.8119 -0.0320 0.3014 -0.0947 -0.1307 0.1036 0.642
O -1.4576 -0.8438 1.1017 0.1062 0.3416 -0.1317 -0.591
C -1.2118 1.3694 -0.0199 -0.3990 -0.2472 0.0483 -0.132
O 0.0182 1.8833 0.0212 0.0324 0.3980 0.3154 -0.760
H 2.5314 0.2272 -0.1948 -0.1343 -0.1214 0.0243 0.237
H 2.2056 -1.0316 1.0212 -0.0832 0.1068 -0.1352 0.213
H 1.6355 0.6463 1.2519 -0.0435 -0.1730 -0.1532 0.251
H 1.1685 -1.4435 -1.9762 0.0679 -0.2250 0.2693 0.213
H -0.6449 -1.5118 -1.6068 0.1089 0.1366 -0.2055 0.196
H -2.3858 -0.5575 1.1922 0.2726 0.1412 0.1947 0.501
H -1.8298 1.4453 -0.9466 0.1993 0.0151 -0.0006 0.144
H -1.8691 1.7034 0.8196 -0.2051 -0.0672 -0.1098 0.147
```
Positions in Å, forces in eV/Å.


Number 2 is which compound?
C47H63Br2CsN4O9S


Which of these has the lowest energy?
C47H63Br2CsN4O9S